(1)
ORCA calculation (ωB97M-V/def2-TZVPD) on C21H28CaCl4O2Sb as an isolated structure in a non-equilibrium geometry.

Each line ends with the Löwdin charge.
Atoms and positions in Å:
1 Ca 0.72063 -1.02191 1.37887  1.0185
2 C -0.11419 0.77751 3.73859  -0.1230
3 C -0.14048 -0.49166 4.28223  -0.1057
4 C 1.03005 -1.20513 4.43016  -0.1028
5 C 2.23032 -0.64446 4.03726  -0.1014
6 C 2.25932 0.61724 3.47922  -0.1154
7 C 1.08514 1.32615 3.32369  -0.1477
8 H -1.02324 1.35059 3.66108  0.1092
9 H -1.07679 -0.92928 4.58979  0.1150
10 H 1.00766 -2.19171 4.86553  0.1195
11 H 3.14808 -1.19663 4.16060  0.1154
12 H 3.19788 1.05363 3.17503  0.1106
13 H 1.10364 2.30653 2.87137  0.0983
14 Cl -3.18806 -5.76030 -2.10474  0.5779
15 C -2.10801 -4.99928 -0.95161  -0.7216
16 C -1.53380 -5.75964 0.06628  -0.7237
17 Cl -1.89594 -7.47132 0.18578  0.5763
18 C -0.66910 -5.14637 0.98810  -0.5819
19 Cl 0.03697 -6.14795 2.26288  0.5912
20 C -0.34230 -3.75148 0.93230  -0.4295
21 O 0.44947 -3.20060 1.78007  -0.2842
22 C -0.93935 -2.96077 -0.12612  -0.3826
23 O -0.67841 -1.70687 -0.21937  -0.4124
24 C -1.81541 -3.62833 -1.04399  -0.5058
25 Cl -2.56525 -2.70177 -2.35015  0.7370
26 C -0.57479 4.34126 0.06941  -0.2010
27 C -0.91559 3.32896 -1.02320  -0.5796
28 C -0.44503 3.85444 -2.38422  -0.1614
29 Sb -0.04743 1.38763 -0.46655  1.5013
30 C 1.77845 1.44024 -1.66353  -0.5953
31 C 2.36964 0.03294 -1.74198  -0.2416
32 C 2.78407 2.39368 -1.01677  -0.1784
33 C -1.23897 0.02129 -1.69916  -0.6080
34 C -1.43541 0.49898 -3.13390  -0.1604
35 C -2.58952 -0.19358 -1.01729  -0.2362
36 H -1.05483 5.31970 -0.14674  0.0730
37 H 0.52273 4.48672 0.14275  0.0619
38 H -0.95101 3.97667 1.04845  0.0573
39 H -2.01916 3.20093 -1.03837  0.0836
40 H 0.64725 4.03689 -2.38256  0.0637
41 H -0.95396 4.81460 -2.61424  0.0760
42 H -0.67334 3.14770 -3.19897  0.0520
43 H 1.54481 1.78410 -2.69217  0.0764
44 H 2.60151 -0.34981 -0.72423  -0.1075
45 H 3.30148 0.03990 -2.34655  0.0750
46 H 1.64887 -0.65548 -2.22737  0.0701
47 H 3.02829 2.05782 0.01456  0.0676
48 H 2.36918 3.41802 -0.95949  0.0429
49 H 3.72033 2.43070 -1.61350  0.0774
50 H -0.70077 -0.94995 -1.71792  0.0450
51 H -2.03683 1.42925 -3.14948  0.0591
52 H -1.98842 -0.26901 -3.71461  0.0595
53 H -0.45332 0.66769 -3.62081  0.0673
54 H -3.14927 0.76353 -0.95361  0.0643
55 H -2.43159 -0.58279 0.01104  0.0685
56 H -3.19582 -0.93334 -1.58197  -0.0221
57 H 2.35962 -1.45585 0.13013  -0.0817

total charge	-1
E_HOMO	-3.5	eV
energy relative to the best compared isomer or geometry (same formula, charge and spin)	54.5	kJ/mol
gap between HOMO and LUMO	5.85	eV
LUMO energy	2.38	eV

---

(2)
ORCA calculation (ωB97M-V/def2-TZVPD) on C21H28CdN2O4S4 as an isolated structure in a non-equilibrium geometry.

Each line ends with the Löwdin charge.
Atoms and positions in Å:
1 Cd 0.75739 -0.28280 0.97626  1.3042
2 C -1.07011 1.25100 -2.11644  -0.5270
3 C 0.20000 2.05994 -2.37925  -0.5141
4 S 1.26367 2.19460 -0.92995  0.8425
5 C 2.87868 1.72720 -1.58589  -0.5205
6 C 3.01313 0.35661 -2.24679  -0.5020
7 S 2.50023 -1.03822 -1.21856  0.8527
8 C 1.39683 -1.92119 -2.32673  -0.5254
9 C 0.15438 -1.17274 -2.81034  -0.4941
10 S -0.85336 -0.42915 -1.49249  0.8064
11 H -1.66556 1.20158 -3.02864  0.0837
12 H -1.68058 1.73985 -1.35280  0.0530
13 H -0.09494 3.06496 -2.68113  0.0786
14 H 0.77403 1.63800 -3.20355  0.0599
15 H 3.53428 1.78767 -0.71425  0.0792
16 H 3.21176 2.49089 -2.28839  0.0809
17 H 4.06543 0.20526 -2.48719  0.0803
18 H 2.46221 0.30900 -3.18607  0.0636
19 H 1.10638 -2.80082 -1.75657  0.0403
20 H 1.96737 -2.27375 -3.18725  0.0887
21 H -0.47854 -1.87314 -3.35616  0.0791
22 H 0.42172 -0.37884 -3.50598  0.0597
23 C -5.00884 3.64832 -0.08680  -0.0501
24 C -3.84834 3.10236 0.70788  -0.2756
25 C -4.03361 2.05753 1.61250  -0.0372
26 C -2.97045 1.52354 2.32129  -0.0540
27 C -1.69255 2.04028 2.13553  -0.2863
28 C -1.48630 3.09573 1.25417  -0.0767
29 C -2.56518 3.61817 0.54892  -0.0542
30 S -0.36612 1.31354 3.07032  0.5285
31 O -0.26484 1.95054 4.35880  -0.2976
32 O -0.72587 -0.12022 3.10096  -0.4226
33 N 0.87054 1.55754 2.11769  -0.3739
34 C 2.22519 1.61677 2.74696  -0.1897
35 C 3.15416 0.40244 2.50487  -0.6841
36 O 4.31572 0.54097 2.84301  0.0224
37 O 2.64118 -0.66580 1.96093  -0.2454
38 H -5.94039 3.57927 0.47625  0.0777
39 H -5.14685 3.08826 -1.01591  0.0810
40 H -4.84784 4.69307 -0.35339  0.0763
41 H -5.03017 1.65525 1.76280  0.1141
42 H -3.12174 0.70144 3.01140  0.1148
43 H -0.48934 3.49738 1.13254  0.0906
44 H -2.40503 4.45049 -0.13125  0.1155
45 H 2.16339 1.74774 3.82768  0.1097
46 H 2.75524 2.48557 2.36299  0.1060
47 N -0.32428 -2.34292 1.33072  0.0167
48 C 0.22436 -3.52067 0.72909  -0.3304
49 C -0.52152 -4.24780 -0.19124  -0.0587
50 C 0.04920 -5.34388 -0.82950  -0.0918
51 C 1.36411 -5.70136 -0.56394  -0.0937
52 C 2.10182 -4.96192 0.35461  -0.0694
53 C 1.53871 -3.87448 1.00566  -0.0407
54 H -0.14000 -2.26091 2.32772  0.0822
55 H -1.32436 -2.26417 1.20305  0.0868
56 H -1.54833 -3.96126 -0.39971  0.1129
57 H -0.53777 -5.91536 -1.53859  0.1043
58 H 1.81145 -6.55001 -1.06570  0.1017
59 H 3.13167 -5.22631 0.56117  0.1108
60 H 2.12853 -3.26506 1.68470  0.1104

total charge	0
E_HOMO	-8.0	eV
gap between HOMO and LUMO	8.01	eV
LUMO energy	-0.03	eV

---

(3)
ORCA calculation (ωB97M-V/def2-TZVPD) on C21H28CoF2N3O2 as an isolated structure in a non-equilibrium geometry.

Each line ends with the Löwdin charge.
Atoms and positions in Å:
1 Co 10.87886 8.49834 6.12706  0.8980
2 F 16.20286 7.70926 5.68765  0.1114
3 C 15.17691 8.55560 5.68008  -0.2513
4 C 13.88749 8.07129 5.93531  -0.0267
5 C 12.84255 8.96544 5.94737  -0.1348
6 C 13.01985 10.33346 5.67412  -0.1391
7 C 14.32250 10.75629 5.46501  -0.2016
8 F 14.59822 12.05691 5.25565  0.0875
9 C 15.40556 9.90273 5.47607  0.0956
10 C 11.82495 11.20024 5.59954  -0.1923
11 C 11.82710 12.57488 5.45656  0.0302
12 C 10.62721 13.23067 5.20733  -0.0007
13 C 9.45641 12.49864 5.15011  -0.0260
14 C 9.49912 11.14969 5.41215  -0.0915
15 N 10.64903 10.51286 5.66913  0.0255
16 H 13.77682 7.00633 6.11493  0.1127
17 H 16.41297 10.26811 5.36401  0.1463
18 H 12.77314 13.12262 5.47726  0.1285
19 H 10.60725 14.28495 5.04439  0.1220
20 H 8.50341 12.94918 4.92822  0.1199
21 H 8.61328 10.55078 5.44144  0.0881
22 C 7.55568 6.38711 5.51120  0.0168
23 C 7.57038 7.87959 5.63445  -0.4303
24 C 6.31094 8.59735 5.23729  0.0144
25 O 8.53256 8.47167 6.09376  -0.0374
26 H 6.76698 6.00624 6.15261  0.1041
27 H 8.52587 5.96219 5.77428  0.0677
28 H 7.31419 6.08671 4.48818  0.1131
29 H 5.42887 8.04351 5.52996  0.0965
30 H 6.31377 8.71619 4.14232  0.1184
31 H 6.28133 9.58860 5.66692  0.0842
32 C 11.63952 9.97920 10.25559  -0.0403
33 C 11.53298 9.90662 8.72395  -0.1193
34 N 10.73969 8.73078 8.30390  -0.1886
35 C 9.34187 8.87785 8.81827  -0.1064
36 C 9.34136 9.15423 10.34225  -0.0340
37 N 10.74247 8.93054 10.84857  -0.0699
38 C 11.22881 7.56046 10.45100  -0.0363
39 C 11.34213 7.51650 8.91360  -0.1094
40 H 11.33470 10.94846 10.63768  0.1438
41 H 12.64879 9.78629 10.62426  0.1475
42 H 12.53901 9.82304 8.27820  0.1294
43 H 11.03524 10.79818 8.33628  0.1333
44 H 8.78991 7.97443 8.59041  0.1273
45 H 8.85262 9.67146 8.26080  0.1236
46 H 8.68838 8.46870 10.88586  0.1459
47 H 9.00460 10.14488 10.56759  0.1354
48 H 10.73623 8.97884 11.85418  0.1900
49 H 10.50019 6.85216 10.85055  0.1451
50 H 12.17624 7.39074 10.96949  0.1486
51 H 10.84886 6.62992 8.49634  0.1331
52 H 12.40847 7.46980 8.60244  0.1424
53 C 11.13282 5.78521 4.86112  -0.1459
54 O 10.92363 6.76895 5.81651  -0.3205
55 H 12.18428 5.63737 4.65868  0.0837
56 H 10.62572 6.02354 3.92557  0.0962
57 H 10.74214 4.84324 5.25665  0.0966

total charge	+2
E_HOMO (spin up / spin down)	-13.9 / -13.9	eV
energy relative to the best compared isomer or geometry (same formula, charge and spin)	0.0	kJ/mol
gap between HOMO and LUMO (spin up / spin down)	8.50 / 6.67	eV
LUMO energy (spin up / spin down)	-5.40 / -7.21	eV
<S²>	6.01
spin multiplicity	5

---

(4)
ORCA calculation (ωB97M-V/def2-TZVPD) on C21H28F3O4Pd as an isolated structure in a non-equilibrium geometry.

Each line ends with the Löwdin charge.
Atoms and positions in Å:
1 O -0.60955 -0.59436 -5.13347  -0.2353
2 C -0.83428 0.74807 -5.76742  -0.1027
3 C -0.22974 0.30012 -7.09456  -0.0770
4 H -0.26506 1.53519 -5.23613  0.0960
5 H -1.91850 0.93706 -5.81505  0.1259
6 C -0.22265 -1.11447 -6.46918  -0.5544
7 H 0.77176 0.72666 -7.23813  0.1186
8 H -0.88368 0.42567 -7.96150  0.1127
9 C 1.13041 -1.77233 -6.55235  -0.0183
10 H 1.92402 -1.12766 -6.15366  0.0821
11 H 1.34660 -1.93208 -7.61865  0.0942
12 H 1.10759 -2.75177 -6.06292  0.0881
13 C -1.32476 -2.00475 -7.01812  -0.0229
14 H -2.28048 -1.47244 -7.12041  0.0910
15 H -1.46563 -2.87728 -6.36958  0.0901
16 H -1.04778 -2.37524 -8.01167  0.0875
17 Pd -0.71604 -0.94671 -3.02655  0.8355
18 C -2.51768 -0.98617 0.20413  -0.1834
19 C -1.91212 0.31771 0.17039  -0.1508
20 C -1.98508 0.81191 -1.13977  -0.1622
21 H -1.45875 0.77939 1.03415  0.0803
22 C -2.59364 -0.21389 -1.99611  -0.2770
23 C -2.94833 -1.31354 -1.08689  -0.1975
24 H -3.40220 -2.24976 -1.38574  0.0650
25 H -2.57407 -1.59070 1.10231  0.0783
26 H -1.62679 1.76838 -1.48334  0.0775
27 H -3.07294 -0.00963 -2.95459  0.0646
28 C 0.34589 -1.96590 -0.02746  -0.1195
29 C -0.23738 -2.83508 -0.93376  -0.1180
30 C 0.30552 -2.56879 -2.26541  -0.2674
31 H -0.96568 -3.61420 -0.72282  0.0964
32 C 1.19117 -1.40668 -2.11020  -0.1976
33 C 1.22515 -1.06440 -0.69715  -0.0915
34 H 2.06008 -0.57443 -0.22555  0.1153
35 H 0.16648 -1.93230 1.04333  0.1037
36 H 0.34902 -3.26064 -3.10425  0.0779
37 H 1.94019 -1.08461 -2.82547  0.0890
38 O 3.04998 2.98453 -5.04923  -0.1642
39 C 2.73207 1.82238 -4.26352  -0.1985
40 C 1.50482 2.11926 -3.39300  -0.1845
41 H 3.62677 1.55793 -3.66442  0.1135
42 H 2.55692 0.97069 -4.95246  0.0887
43 C 1.05013 3.55280 -3.75152  -0.1548
44 H 1.79578 2.20991 -2.28376  0.0523
45 H 0.72609 1.34382 -3.47080  0.0678
46 C 2.15216 4.06722 -4.69444  -0.1944
47 H 0.98581 4.15585 -2.83546  0.1026
48 H 0.07145 3.55330 -4.24884  0.0900
49 H 2.71943 4.88168 -4.20477  0.1107
50 H 1.72833 4.46537 -5.62736  0.1011
51 F 0.66436 3.47504 1.65381  0.1114
52 C 1.41281 2.36504 1.37748  -0.4874
53 F 2.72908 2.66117 1.57814  0.1090
54 F 1.05560 1.39298 2.25391  0.1128
55 C 1.18370 1.93738 -0.11211  -0.4907
56 O 1.73648 2.76187 -0.90158  -0.0287
57 O 0.54524 0.91279 -0.43815  -0.0507

total charge	-1
E_HOMO (spin up / spin down)	-3.4 / -3.5	eV
energy relative to the best compared isomer or geometry (same formula, charge and spin)	177.6	kJ/mol
gap between HOMO and LUMO (spin up / spin down)	5.72 / 5.86	eV
LUMO energy (spin up / spin down)	2.34 / 2.31	eV
<S²>	2.02
spin multiplicity	3